A molecular structure, C18H56AsF6O10. Source: the Open Molecules 2025 dataset; level of theory: wB97M-V/def2-TZVPD.

```
91
Properties=species:S:1:pos:R:3
As -0.15 14.80 0.00
F 0.04 16.57 -0.19
F -0.35 14.68 -1.78
F -1.97 15.07 0.11
F -0.30 13.07 0.23
F 0.01 15.04 1.80
F 1.61 14.67 -0.13
O 2.56 13.03 5.74
O 1.73 18.37 0.96
O -3.54 10.18 1.14
O 2.04 18.35 -3.60
O 3.50 13.03 -0.96
O -2.90 16.51 2.62
O -1.50 9.00 -0.56
O -1.19 12.68 -3.23
O 1.86 11.12 3.65
O -3.17 16.62 -1.93
C 0.64 16.74 -4.80
C 3.33 19.72 2.00
C -2.36 13.23 -3.77
C -2.96 14.38 3.62
C 1.27 17.21 -3.42
C 2.34 14.39 5.36
C 2.25 16.21 -2.82
C -0.67 10.11 -0.80
C 3.73 17.28 1.30
C -3.30 17.80 -1.09
C 2.63 12.08 -1.54
C 1.07 11.36 2.49
C -3.14 11.53 1.40
C 2.78 18.26 1.91
C 0.84 14.47 4.83
C -4.72 16.19 4.06
C -3.80 15.51 3.05
C 3.33 14.72 4.30
H -2.34 17.91 -0.59
H -0.76 13.29 -2.63
H -3.10 12.52 -4.14
H -2.52 11.56 2.29
H 2.50 15.05 6.22
H 2.62 16.61 -1.87
H -5.58 15.57 4.31
H -4.50 10.10 1.19
H 0.44 17.45 -2.75
H -4.21 16.36 5.01
H -2.38 16.16 1.90
H 4.27 14.80 4.85
H 1.09 10.52 1.80
H 3.14 16.09 -3.45
H 2.66 20.50 2.36
H 0.02 11.49 2.77
H -2.06 13.78 -4.66
H 3.20 16.34 1.15
H 0.15 9.75 -1.42
H 4.62 17.07 1.89
H -2.69 12.09 0.57
H 1.87 11.84 4.28
H 2.24 12.40 -2.50
H -2.28 14.70 4.41
H 1.76 11.80 -0.95
H 3.50 12.91 5.86
H -4.01 17.66 -0.27
H -3.61 13.60 4.03
H 2.94 13.72 -0.60
H -3.57 18.73 -1.60
H -1.29 10.85 -1.30
H 3.13 15.72 3.91
H 4.14 17.65 0.36
H 3.30 14.02 3.46
H 1.41 16.65 -5.56
H -2.91 15.91 -1.34
H 3.14 11.15 -1.81
H -2.34 13.89 2.87
H 1.79 15.23 -2.69
H -0.30 10.51 0.15
H 0.20 15.75 -4.71
H -4.08 11.98 1.71
H 1.45 12.22 1.93
H 1.19 17.58 0.96
H 2.44 17.90 2.88
H 2.69 18.18 -4.29
H 0.21 14.06 5.63
H 0.51 15.49 4.64
H -5.17 17.11 3.69
H 3.79 20.11 1.09
H -2.18 9.30 0.05
H 0.62 13.83 3.97
H -0.17 17.40 -5.12
H -2.84 13.84 -3.00
H -4.42 15.21 2.21
H 4.10 19.68 2.77
```

Its spin multiplicity is 2. The charge is -2. The value obtained for the LUMO energy (spin up / spin down) is 4.36 / 4.34 eV. The expectation value of S² is 0.752.

10 unconnected molecules or ions with the total composition C18H56O12. Source: the Open Molecules 2025 dataset; level of theory: wB97M-V/def2-TZVPD.

```
86
Properties=species:S:1:pos:R:3
O -14.65 -2.15 0.35
O -21.04 -5.37 4.76
O -20.35 -0.19 7.75
O -20.31 -7.89 5.97
O -17.41 -1.20 7.51
O -21.20 -2.24 5.77
O -16.76 -1.07 2.92
O -17.66 -8.69 4.95
O -18.98 -2.56 4.26
O -14.99 -3.39 4.01
O -23.05 -0.15 5.33
O -16.62 -3.20 6.03
C -20.78 1.15 7.58
C -16.22 -3.93 0.60
C -21.82 -8.31 7.81
C -21.62 -3.52 6.32
C -22.03 -4.50 5.23
C -17.82 -3.95 5.92
C -23.65 -0.12 4.02
C -13.10 -4.57 3.49
C -18.33 -3.81 4.44
C -14.18 -4.46 4.54
C -14.94 -3.47 -0.05
C -17.18 -1.10 8.90
C -15.37 -8.58 4.27
C -20.39 -7.98 7.38
C -23.93 1.32 3.60
C -16.75 -7.88 4.23
C -19.55 1.94 7.25
C -15.88 -1.74 9.35
H -21.02 -6.18 5.32
H -18.58 -3.47 6.54
H -18.00 -1.66 9.38
H -24.57 -0.70 4.01
H -15.13 -9.01 5.24
H -15.90 -1.72 10.43
H -20.38 -2.33 5.27
H -22.36 -0.83 5.21
H -21.40 1.47 8.35
H -14.73 -5.40 4.63
H -17.56 -3.83 3.71
H -15.33 -9.43 3.60
H -14.61 -7.83 3.94
H -18.16 -0.65 7.39
H -15.64 -3.18 4.73
H -13.48 -4.88 2.50
H -12.61 -3.58 3.41
H -17.07 -7.62 3.23
H -23.49 1.89 4.42
H -21.47 1.17 6.71
H -22.89 -5.10 5.61
H -19.38 -8.05 5.76
H -18.30 -1.88 4.13
H -23.31 1.56 2.69
H -24.99 1.61 3.36
H -16.80 -2.36 6.56
H -16.66 -7.00 4.82
H -17.69 -5.00 6.12
H -15.04 -3.27 -1.16
H -16.18 -3.81 1.68
H -18.89 1.86 8.08
H -17.84 -9.46 4.40
H -22.97 -0.60 3.29
H -17.25 -0.03 9.21
H -15.89 -2.82 9.19
H -16.71 -1.16 1.94
H -20.13 -7.07 7.87
H -19.68 -8.74 7.75
H -16.12 -1.76 3.24
H -22.14 -9.22 7.32
H -14.95 -1.46 8.92
H -16.38 -4.92 0.22
H -22.28 -3.90 4.34
H -22.40 -7.43 7.47
H -12.35 -5.35 3.65
H -22.54 -3.35 6.87
H -20.78 -3.85 6.93
H -20.77 -0.79 7.11
H -14.29 -2.22 1.25
H -19.11 -4.50 4.13
H -19.05 1.44 6.39
H -17.04 -3.29 0.23
H -19.67 2.99 6.98
H -13.87 -4.24 5.60
H -14.11 -4.12 0.14
H -21.95 -8.49 8.85
```

The structure (SMILES) is OCCO.OCCO.CCO.CCO.CCO.CCO.CCO.CCO.CCO.O. The value obtained for the LUMO energy is 0.51 eV.

9 unconnected molecules or ions with the total composition C18H58N3O10. Source: the Open Molecules 2025 dataset; level of theory: wB97M-V/def2-TZVPD.

```
89
Properties=species:S:1:pos:R:3
O -2.34 -1.23 -0.60
O 1.76 -1.05 0.78
O 0.42 1.31 3.77
O 0.95 -2.45 -2.53
O 2.24 3.73 -5.06
O -0.89 3.83 2.12
O -2.90 -5.61 3.56
O 3.26 3.04 0.53
O -1.86 2.71 -2.98
O -3.14 0.67 1.41
N 0.21 1.67 0.35
N -0.03 -4.03 2.27
N 0.88 1.18 -2.82
C 3.78 4.03 -0.29
C 2.91 -0.83 -0.06
C -0.06 4.90 2.06
C -2.75 1.87 -2.12
C 2.08 3.98 -6.44
C -2.92 0.57 2.77
C 1.74 1.74 4.02
C 0.10 -3.49 -1.94
C 1.31 -0.19 -3.27
C 0.31 -1.17 -2.69
C 1.28 2.76 -4.62
C -1.31 -4.02 2.81
C 1.62 -2.48 1.04
C -3.16 -2.37 -0.42
C 0.27 -2.69 1.78
C -3.20 -6.87 4.14
C 1.76 2.17 -3.35
C -1.59 -5.54 3.13
H 0.45 2.59 -0.29
H -3.75 1.62 -2.72
H 2.17 1.33 4.94
H -0.74 -3.58 -2.59
H -0.30 -2.50 0.89
H -2.58 -0.33 3.08
H 4.89 4.11 -0.53
H -2.80 -0.49 0.01
H -1.38 -3.39 3.72
H -4.27 -2.30 -0.63
H 1.17 4.11 -6.66
H 2.77 1.87 -3.07
H 2.71 4.91 -6.63
H -4.16 0.56 1.31
H 2.96 0.37 -0.18
H 0.57 -4.59 -2.15
H -0.29 5.72 2.64
H -2.68 -3.02 -1.19
H 3.38 3.93 -1.29
H 0.25 0.91 -0.27
H -3.00 -2.79 0.42
H 2.40 1.50 3.43
H 1.24 2.07 -5.30
H 0.14 -1.90 2.34
H -3.78 -7.57 3.57
H -0.22 -3.23 -0.93
H 2.45 -2.88 1.76
H -3.81 -6.75 5.13
H -1.58 3.98 2.67
H -2.98 2.48 -1.22
H -2.43 3.31 -3.15
H -1.44 -6.10 2.35
H -2.19 0.96 -1.98
H -0.18 1.50 -3.32
H 1.93 3.04 -2.54
H 2.93 -1.27 -1.03
H -0.79 -5.71 3.96
H 1.98 -3.18 0.27
H 0.32 3.16 -4.70
H 3.51 5.01 0.30
H -0.57 -1.24 -3.03
H 2.27 -0.52 -2.98
H -0.13 1.69 4.33
H 0.68 1.43 1.23
H -2.13 -3.74 2.24
H 2.87 3.31 -7.16
H 0.77 -4.19 2.95
H 3.83 3.06 1.37
H 0.06 5.37 1.09
H 0.95 4.58 2.32
H 1.24 -0.10 -4.41
H 3.81 -1.32 0.47
H -2.60 -7.53 4.68
H 0.15 -0.97 -1.68
H 1.92 2.79 3.65
H -2.09 1.29 3.07
H -3.78 1.01 3.45
H -0.83 1.49 0.64
```

The energy relative to the best compared isomer or geometry (same formula, charge and spin) comes out at 315.41 kJ/mol. The charge is +1. The value obtained for the LUMO energy is -2.24 eV.

12 unconnected molecules or ions with the total composition C18H61BrN4O11P. Source: the Open Molecules 2025 dataset; level of theory: wB97M-V/def2-TZVPD.

```
96
Properties=species:S:1:pos:R:3
Br -2.20 0.94 1.76
P -2.89 0.07 -1.23
O -1.42 2.31 -2.97
O -5.45 2.03 2.27
O 2.26 -5.08 1.29
O 2.00 7.42 6.52
O 6.16 5.19 1.22
O -1.98 -7.34 1.06
O 3.20 -3.98 -5.78
O 2.12 5.05 3.74
O 1.67 2.21 0.77
O -2.11 4.68 -2.00
O 4.64 -6.89 -2.81
N -0.09 -1.77 -0.56
N -4.40 0.33 -0.95
N -2.31 -1.23 -0.16
N -1.74 -3.36 -1.00
C -3.15 4.26 -1.12
C 2.89 2.74 1.31
C -0.13 -0.47 0.17
C -4.80 -3.06 0.76
C -5.63 3.44 2.33
C -3.73 -4.09 0.37
C 1.20 8.60 6.57
C -0.90 -6.44 0.84
C 3.34 5.58 4.27
C -3.10 -3.98 -1.03
C 5.61 6.33 0.57
C -1.41 -2.18 -0.62
C -1.46 -0.62 0.90
C 3.94 -5.78 -3.39
C 4.17 -3.90 -6.83
C -0.37 2.31 -3.93
C -4.00 -3.37 -2.11
C 2.64 -6.10 0.35
H -0.93 -6.13 -0.21
H -3.91 5.03 -1.00
H 7.05 5.07 0.87
H 4.03 5.72 3.44
H 4.60 -4.89 -6.95
H -5.04 -3.38 -1.83
H 0.06 -6.92 1.04
H 3.33 2.03 2.02
H 1.81 -6.26 -0.33
H -2.73 -0.39 -2.54
H -3.91 -3.98 -3.01
H -5.79 -3.49 0.77
H -1.27 -1.32 1.70
H -4.59 -2.70 1.76
H 1.68 9.35 5.96
H -2.88 -4.99 -1.34
H 3.00 -4.94 1.88
H 2.69 3.69 1.80
H -0.03 1.28 -4.05
H -3.65 -2.39 -2.38
H 4.96 -3.19 -6.58
H 0.47 2.92 -3.59
H 5.55 6.16 -0.51
H 3.79 4.87 4.98
H -1.69 5.45 -1.63
H 1.05 2.08 1.50
H -0.08 0.33 -0.57
H 3.86 -5.89 -4.46
H 4.45 -4.84 -3.15
H -4.84 -2.19 0.13
H 3.51 -5.78 -0.23
H -4.56 1.85 1.94
H 2.82 -3.11 -5.67
H -4.91 3.90 3.01
H 0.20 8.41 6.17
H 1.58 6.75 7.06
H 2.86 -7.03 0.87
H -2.73 3.99 -0.14
H 3.16 6.53 4.76
H 4.60 6.49 0.96
H -1.72 3.22 -2.86
H 3.58 2.89 0.49
H 0.42 -2.42 0.05
H 2.94 -5.75 -2.96
H 1.12 8.97 7.60
H -1.95 -7.61 1.98
H -1.00 -5.56 1.48
H -0.72 2.68 -4.90
H -4.18 -5.07 0.41
H -5.52 3.90 1.33
H -4.53 1.28 -0.62
H 0.74 -0.29 0.78
H -3.61 3.38 -1.56
H -6.63 3.63 2.69
H -2.13 1.23 -1.02
H 3.70 -3.60 -7.77
H -0.96 -3.94 -1.30
H 1.52 4.93 4.49
H -2.93 -4.11 1.11
H 5.52 -6.89 -3.20
H 6.22 7.21 0.77
```

The charge is +1. The value obtained for the LUMO energy is -3.02 eV.

15 unconnected molecules or ions with the total composition C18H62F3N28O16. Source: the Open Molecules 2025 dataset; level of theory: wB97M-V/def2-TZVPD.

```
127
Properties=species:S:1:pos:R:3
F -0.76 0.10 -1.50
F 1.04 -1.20 -1.19
F 1.29 0.81 -1.97
O 1.47 3.39 7.67
O 2.77 7.26 0.83
O 1.94 0.62 1.14
O 2.79 7.71 -6.04
O -6.72 1.10 8.97
O -0.97 -6.62 -0.02
O 0.09 -0.57 1.26
O 8.80 1.37 -2.44
O -8.04 -5.33 5.45
O 5.37 -4.03 5.32
O -8.08 -0.01 1.78
O -4.39 5.32 -3.58
O -3.66 -1.52 -7.99
O -0.60 -9.33 7.14
O 6.37 -3.35 -7.32
O 6.33 3.63 -7.26
N -2.42 5.56 -4.65
N 2.79 6.82 -3.94
N 7.41 0.63 -0.75
N -8.63 2.03 1.34
N 2.65 3.46 5.79
N 2.13 8.84 -4.24
N 3.39 -3.48 4.24
N -2.56 5.56 -2.43
N -2.42 -8.09 6.55
N 4.85 2.25 -8.14
N 5.06 -2.21 4.15
N -7.75 -5.78 3.36
N -0.68 -8.20 5.26
N -8.23 -0.48 9.23
N -7.18 -0.27 7.32
N -0.30 -5.63 -1.87
N -3.80 0.25 -6.61
N 5.70 -3.35 -5.25
N 4.30 8.29 2.08
N -7.88 -7.45 4.82
N 4.61 6.32 1.42
N 1.49 1.73 6.07
N -3.23 0.53 -8.73
N 6.72 2.04 -2.25
N 6.33 3.27 -9.37
N -6.94 1.23 0.17
N 7.31 -4.56 -5.65
N -1.07 -7.54 -1.97
C -0.78 -6.57 -1.17
C -7.86 0.97 1.08
C 6.58 -3.62 -6.14
C -7.32 0.17 8.58
C 2.59 7.73 -4.81
C -7.85 -6.11 4.57
C -1.75 -1.52 2.53
C 0.63 0.54 0.54
C -1.22 -8.55 6.39
C 0.56 0.13 -1.00
C -1.37 -0.56 1.38
C 4.64 -3.27 4.69
C 3.82 7.29 1.41
C 7.72 1.31 -1.89
C -3.52 -0.31 -7.76
C 1.80 2.92 6.53
C -3.23 5.51 -3.57
C 5.84 3.07 -8.21
H -0.01 1.41 0.73
H -7.63 -8.09 4.08
H 8.05 0.03 -0.25
H 8.00 -4.90 -6.31
H 1.94 8.92 -3.25
H -1.85 -0.75 0.42
H -1.44 -2.54 2.31
H 3.15 4.24 6.20
H -1.06 -7.82 4.42
H 5.06 -2.60 -5.48
H -1.70 0.37 1.85
H 1.62 1.36 5.14
H 5.80 1.93 -1.85
H -7.86 -4.77 3.34
H -2.87 -8.47 7.37
H -6.85 2.17 -0.17
H 2.76 3.30 4.80
H 4.29 5.53 0.88
H -3.20 0.01 -9.59
H -2.71 5.66 -5.62
H 0.23 -8.60 5.07
H -8.66 -1.26 8.75
H 4.48 1.97 -7.25
H -1.08 -1.14 3.30
H -0.77 -7.39 -2.93
H 4.54 -1.50 3.66
H 5.20 8.17 2.52
H -6.22 0.51 0.20
H 6.15 2.57 -10.07
H 2.98 -2.74 3.71
H -0.33 -5.78 -2.86
H 4.50 1.79 -8.97
H -7.84 -6.39 2.56
H -1.42 5.40 -4.62
H 7.00 2.78 -2.87
H 6.45 0.57 -0.46
H 6.05 -2.11 3.93
H -4.06 -0.37 -5.86
H -8.09 -7.65 5.78
H -1.57 5.44 -2.55
H 3.97 9.25 2.02
H -2.84 -1.54 2.60
H -3.54 1.50 -8.68
H -1.19 -8.46 -1.58
H 1.66 9.47 -4.87
H 2.89 -4.19 4.77
H -7.64 -1.15 7.15
H 0.85 1.29 6.71
H 7.18 -4.86 -4.69
H 3.29 5.98 -4.17
H 7.04 3.99 -9.31
H -0.10 -4.76 -1.40
H -3.70 1.26 -6.62
H -8.46 2.97 1.01
H -2.89 -7.49 5.89
H -9.21 1.91 2.16
H 2.56 7.12 -3.00
H -2.98 5.33 -1.54
H 5.59 6.48 1.62
H -8.44 -0.21 10.18
H 5.66 -3.71 -4.31
H -6.67 0.32 6.67
```

The energy relative to the best compared isomer or geometry (same formula, charge and spin) comes out at 1336.85 kJ/mol. The charge is -1. The value obtained for the LUMO energy is 1.31 eV.

no.,maximum force (eV/A)
1,2.93
2,3.24
3,11.95
4,3.17
5,8.24